Here is a molecular structure, C56H75CsN12P at a distorted geometry from the Open Molecules 2025 dataset. Energies are from the ωB97M-V functional and the def2-TZVPD basis.

The geometry in XYZ format:
```
145
Properties=species:S:1:pos:R:3
Cs 0.3405 0.8957 0.9563
P -1.1721 -1.0156 -1.8458
N 2.6835 2.4649 1.7023
N 2.7847 1.3359 -2.4948
N 2.4756 3.5993 -2.8828
N 1.7716 2.5615 -0.8406
N 4.6552 1.4125 2.2516
N -4.2556 -6.3202 7.1476
N -4.7396 0.5180 1.5325
N 4.6599 3.7281 2.0684
N -2.2037 0.7861 2.6445
N 3.3903 -3.7527 3.6645
N 1.5702 -2.6645 1.8592
N -0.8413 -1.7091 2.9634
C 1.2160 -2.9510 3.1100
C -2.9418 -6.1235 7.2532
C 2.1393 -3.4720 4.0133
C 0.7475 -0.3303 -5.4090
C 2.1076 3.4758 -4.2875
C -2.4879 -5.1816 -0.1589
C -0.1159 3.9974 -1.2841
C -2.5653 -5.0003 -1.6728
C -0.8442 -3.6806 4.3149
C 3.7202 -3.5174 2.3984
C -2.8524 1.8246 2.1240
C -4.1215 1.6948 1.5795
C 1.6775 3.9973 3.2361
C -2.8397 -2.4318 4.0650
C -0.1956 -0.0086 -4.2391
C 0.1855 -1.4823 -6.2376
C 5.6545 3.9501 3.1082
C -2.9063 -4.4956 5.4966
C 0.0411 -2.4902 -3.8953
C 3.9614 1.2688 -3.3536
C 0.1464 -2.7773 -5.4014
C -1.7973 -2.6215 -1.1461
C -0.6541 -3.4396 -0.5299
C -1.1181 5.3641 0.4143
C 1.7740 3.5030 1.9530
C 0.8617 3.5369 -0.4279
C 2.8149 -2.9634 1.5058
C -2.7322 -0.0013 -1.7927
C -2.4211 1.4991 -1.9229
C -0.1583 4.9007 1.3506
C -4.4322 1.9904 -3.3572
C 2.5591 0.1287 -1.7216
C -4.2763 -4.6977 5.3846
C -3.7251 2.2884 -2.0210
C -4.0977 0.5807 -3.8735
C -3.9032 -0.4111 -2.7251
C -4.8986 -5.6112 6.2210
C 0.7027 4.9424 3.6024
C -0.8647 -1.2805 -3.6466
C 0.8431 3.9619 0.9520
C -0.2132 -2.7547 3.4941
C -1.2115 -4.5211 0.4074
C -2.7088 -3.5116 -2.0242
C 3.9190 0.1902 2.4978
C 3.9312 2.5616 2.0034
C -4.0927 -0.5161 2.0635
C 5.9490 1.2139 1.6101
C -2.2322 -5.2351 6.4601
C 2.2991 2.5322 -2.0223
C -2.8294 -0.3887 2.6360
C -2.1905 -3.5275 4.6218
C -0.2015 5.3812 2.6825
C -1.0988 4.9155 -0.8717
C 2.5609 4.9658 -2.4049
C -2.1351 -1.5587 3.2477
C 4.2100 4.9261 1.3884
H 1.8618 -3.6650 5.0448
H 3.3594 -0.0259 -0.9852
H 4.2772 2.2627 -3.6521
H -4.3717 1.9876 -1.1925
H -3.5463 3.3599 -1.9101
H 3.3138 5.4949 -2.9929
H -0.1263 3.6249 -2.3022
H 5.2848 4.6828 3.8339
H -2.3499 2.7891 2.1584
H 6.5825 4.3375 2.6798
H -0.3219 -3.3800 -3.3782
H -2.5033 -3.3685 -3.0887
H -4.8272 -0.4545 -2.1394
H -1.8169 -1.4581 -4.1546
H 3.5409 4.6549 0.5780
H 3.0577 0.3979 3.1315
H 1.1921 4.0449 -4.4863
H 4.7307 -3.7667 2.0957
H 5.8687 3.0222 3.6302
H 2.5349 -0.7275 -2.3982
H 1.6127 0.1845 -1.1989
H -4.8905 0.2272 -4.5347
H -0.4411 -5.2762 0.5857
H -3.8778 -2.2251 4.2908
H -0.9667 6.1000 2.9519
H 1.6116 5.5014 -2.4952
H 1.0323 -2.2768 -3.4808
H -1.8352 5.2660 -1.5849
H 1.7391 -0.6099 -5.0325
H 4.5748 -0.5120 3.0139
H 1.9262 2.4350 -4.5469
H 6.6431 0.7196 2.2923
H -4.6448 2.5498 1.1668
H 0.8888 0.5602 -6.0255
H 0.0196 -2.7911 0.0284
H -2.4289 -6.7025 8.0139
H -4.1435 2.7317 -4.1062
H 4.7872 0.7953 -2.8132
H -3.7501 -3.2179 -1.8689
H -3.3782 -4.7242 0.2880
H 6.3732 2.1676 1.3110
H -5.9662 -5.7843 6.1387
H 2.3671 3.6174 3.9813
H -4.5877 -1.4813 2.0204
H -0.2930 -4.5474 4.6554
H -3.0648 -0.1526 -0.7590
H 2.8950 3.8690 -4.9350
H -4.8646 -4.1813 4.6366
H -0.0578 -3.9042 -1.3211
H -3.1886 0.6095 -4.4793
H -0.7056 -3.3873 -5.7095
H -1.1697 -5.1138 6.6268
H -1.8199 1.6971 -2.8167
H -1.8124 1.8261 -1.0759
H -3.7553 -1.4118 -3.1277
H 5.0751 5.4414 0.9675
H -1.8622 6.0796 0.7437
H -5.5121 2.0849 -3.2265
H 3.7583 0.6771 -4.2492
H -1.4325 -4.0672 1.3787
H 0.3629 0.5229 -3.4578
H -3.4089 -5.5543 -2.0880
H -2.5195 -6.2390 0.1071
H -2.3898 -2.2625 -0.2919
H 2.8640 4.9839 -1.3624
H 5.8442 0.5867 0.7158
H 1.0404 -3.3756 -5.5913
H 0.7726 -1.6324 -7.1441
H 3.0983 -2.7500 0.4798
H 3.6854 5.6146 2.0570
H -0.9696 0.6764 -4.5910
H -1.6638 -5.4152 -2.1359
H 3.5675 -0.2819 1.5722
H 0.6675 5.3063 4.6222
H -0.8249 -1.2156 -6.5632
```

Its energy above the lowest of the compared OMol25 structures with the same formula, charge and spin is 0.167 eV. The frontier orbital gap is 7.15 eV. As for the HOMO energy: -9.54 eV. The total charge is +1.